# 1
31
Properties=species:S:1:pos:R:3:mulliken_spin:R:1 method="wB97M-V/def2-TZVPD" charge=+1 energy_ev=-96158.2278 spin_multiplicity=3 orbital_gap_ev="5.6 / 7.7"
Au -0.2669 0.8373 0.0773 0.812
H 1.8664 -3.5900 0.9986 -0.001
H 2.0820 -3.5730 0.2816 0.002
P 0.2904 0.4256 -2.6579 0.198
C -1.3588 -0.1040 -3.1570 0.011
H -1.4415 -0.0900 -4.2567 0.018
H -1.5519 -1.1325 -2.8242 -0.003
H -2.1334 0.5561 -2.7440 0.003
C 0.6568 1.9669 -3.5101 0.012
H 1.6345 2.3470 -3.1861 -0.008
H 0.6715 1.8058 -4.5972 0.015
H -0.1072 2.7166 -3.2625 0.003
C 1.4650 -0.8507 -3.1318 0.027
H 1.0985 -1.8229 -2.7757 0.005
H 1.5999 -0.8821 -4.2203 0.017
H 2.4266 -0.6439 -2.6463 -0.017
C -2.3577 -0.8966 -0.0358 0.016
O -3.1054 -1.5709 0.5018 0.004
H 0.8274 0.6773 -1.2708 0.309
H -1.0740 2.0157 -0.7660 0.443
Br -1.3138 -2.1889 4.9547 0.003
C -1.1492 -0.4985 4.1008 0.023
C -1.3013 0.6853 4.8168 0.021
C -1.1515 1.8947 4.1303 -0.004
C -0.8916 1.8718 2.7665 0.041
N -0.7510 0.7115 2.0981 0.040
C -0.8761 -0.4820 2.7342 0.011
H -1.5236 0.6353 5.8778 0.002
H -1.2516 2.8670 4.5993 -0.001
H -0.7796 2.7872 2.1768 0.005
H -0.7312 -1.4043 2.1799 -0.009



# 2
39
Properties=species:S:1:pos:R:3:lowdin_charge:R:1 method="wB97M-V/def2-TZVPD" energy_ev=-48580.9182 orbital_gap_ev=10.1
O 1.5376 -3.6720 3.3904 -0.261
S 1.1568 -3.3047 2.0752 0.594
O 1.3843 -4.2906 1.0642 -0.281
O -0.4086 -2.9746 2.0566 -0.147
C 1.9605 -1.7603 1.6431 -0.191
C 1.0810 -0.5452 1.9518 -0.193
C 0.4686 0.1287 0.7281 -0.182
C -0.0917 -0.8381 -0.3285 -0.041
B -1.5947 -1.1984 -0.1514 -0.541
O -2.2366 -1.9280 -1.1595 0.270
B -2.6887 -3.0978 -0.5999 -0.324
O -3.3790 -3.0018 0.5991 0.280
B -3.3669 -1.7507 1.1663 -0.671
N -4.4803 -1.3874 2.0582 0.236
C -4.1605 -1.0044 3.1773 -0.767
S -3.7946 -0.4940 4.5993 0.784
O -2.3604 -0.8510 0.9455 0.330
H -0.8379 -3.7781 1.7316 0.103
H 2.8666 -1.7698 2.2221 0.105
H 2.1957 -1.8586 0.5965 0.099
H 1.7252 0.1822 2.4307 0.115
H 0.3217 -0.7606 2.6866 0.109
H 1.1483 0.8201 0.2496 0.063
H -0.3720 0.7105 1.0895 0.110
H -0.0047 -0.3616 -1.3021 0.111
H 0.4569 -1.7726 -0.4221 0.110
H -2.4756 -4.1670 -1.0620 0.124
C 1.7664 5.0668 -2.5440 -0.108
C 1.0772 3.9735 -3.3527 -0.260
C 0.6340 2.7846 -2.4939 -0.189
C 1.7659 2.0897 -1.8850 -0.239
N 2.6562 1.5498 -1.4027 0.165
H 2.6828 4.7006 -2.0792 0.073
H 2.0335 5.9038 -3.1880 0.073
H 1.1111 5.4438 -1.7566 0.077
H 1.7450 3.6284 -4.1434 0.112
H 0.1955 4.3904 -3.8418 0.108
H 0.0794 2.0731 -3.1086 0.119
H -0.0452 3.1211 -1.7079 0.123